The following is a DFT calculation (wB97M-V/def2-TZVPD) of 5 unconnected molecules or ions with the total composition C25H62N4O8P.

The geometry in XYZ format:
```
100
C25H62N4O8P, DFT wB97M-V/def2-TZVPD
C -1.504 -3.652 1.549
C -1.237 -2.323 0.818
N -2.278 -1.316 1.080
C -3.291 -1.215 0.070
C -3.054 -0.118 -0.996
C -4.301 -0.001 -1.882
N -5.538 0.288 -1.081
C -5.642 -0.651 -0.074
N -6.738 -1.331 0.126
P -7.049 -2.517 1.453
C -5.663 -3.751 1.390
C -6.737 -1.611 3.033
C -7.516 -2.295 4.200
N -4.565 -0.856 0.799
H -1.109 -3.637 2.566
H -1.008 -4.474 1.024
H -2.574 -3.875 1.581
H -1.120 -2.469 -0.262
H -0.304 -1.935 1.237
H -1.898 -0.409 1.320
H -3.354 -2.179 -0.444
H -2.837 0.827 -0.488
H -2.243 -0.402 -1.673
H -4.447 -0.980 -2.363
H -4.171 0.728 -2.680
H -6.331 0.146 -1.705
H -7.529 -1.190 -0.490
H -6.075 -4.708 1.068
H -5.204 -3.834 2.377
H -4.889 -3.466 0.674
H -6.944 -0.541 2.973
H -5.668 -1.701 3.261
H -8.247 -3.023 3.848
H -6.808 -2.785 4.871
H -7.992 -1.509 4.788
H -4.358 0.069 1.193
C 1.247 2.672 0.356
O 1.047 1.277 0.535
C 0.692 0.604 -0.663
C 1.874 -0.114 -1.280
O 2.853 0.798 -1.737
C 3.965 0.917 -0.858
H 1.736 3.053 1.251
H 1.882 2.881 -0.507
H 0.286 3.183 0.234
H 0.251 1.303 -1.383
H -0.074 -0.131 -0.394
H 1.523 -0.676 -2.154
H 2.304 -0.829 -0.572
H 4.607 0.035 -0.934
H 3.648 1.051 0.179
H 4.538 1.791 -1.163
C 9.818 -0.731 1.794
O 10.326 0.139 0.799
C 9.856 -0.165 -0.506
C 8.739 0.767 -0.929
O 7.572 0.588 -0.136
C 7.429 1.578 0.868
H 10.038 -0.288 2.765
H 8.737 -0.864 1.704
H 10.311 -1.707 1.734
H 9.527 -1.207 -0.565
H 10.698 -0.038 -1.192
H 8.465 0.540 -1.964
H 9.076 1.807 -0.890
H 7.110 2.526 0.420
H 8.357 1.732 1.423
H 6.659 1.242 1.562
C -4.491 3.049 5.755
O -3.404 2.143 5.868
C -3.653 0.886 5.266
C -2.984 0.774 3.911
O -3.547 1.667 2.950
C -2.762 2.837 2.752
H -4.128 4.037 6.031
H -4.881 3.089 4.736
H -5.295 2.766 6.443
H -4.729 0.703 5.179
H -3.233 0.121 5.926
H -3.142 -0.238 3.521
H -1.906 0.936 4.005
H -1.864 2.600 2.169
H -2.469 3.288 3.701
H -3.365 3.552 2.195
C 0.705 -0.192 -6.545
O 1.239 1.002 -6.004
C 2.213 0.770 -4.992
C 3.622 0.920 -5.524
O 3.934 -0.084 -6.477
C 3.858 0.374 -7.817
H 0.159 0.068 -7.450
H 1.489 -0.908 -6.801
H 0.008 -0.655 -5.835
H 2.078 -0.221 -4.547
H 2.052 1.516 -4.209
H 4.322 0.805 -4.690
H 3.766 1.918 -5.949
H 4.717 1.011 -8.052
H 2.934 0.926 -8.005
H 3.882 -0.499 -8.468
```

Calculated values
HOMO-LUMO gap = 7.205 eV
Max |F| = 0.03645 hartree/bohr
Total energy = -2151.62956 a.u.
Total charge = +1

***

The following is a DFT calculation (wB97M-V/def2-TZVPD) of 2 unconnected molecules or ions with the total composition F2HNS.

The geometry in XYZ format:
```
5
F2HNS, DFT wB97M-V/def2-TZVPD
N 1.188 -0.251 -0.568
F -0.284 1.498 0.536
F -2.263 -1.505 0.372
S -0.206 0.359 -0.706
H 1.565 -0.101 0.366
```

Calculated values
HOMO-LUMO gap (spin up / spin down) = 5.945 / 5.952 eV
Max |F| = 0.06186 hartree/bohr
Total energy = -653.09276 a.u.
Total charge = 0